# 1
DFT (ωB97M-V/def2-TZVPD) results for an isolated molecule of C4H10O at a distorted geometry.

SMILES = COC(C)C
Energy = -233.5622 a.u.
LUMO energy = 1.13 eV
F_max = 1.9 eV/A
Kohn-Sham gap = 10.780 eV
HOMO level = -9.655 eV
ΔE to the lowest compared entry with this formula, charge and spin = 217.24 kJ/mol

The geometry in ORCA input format:
```
! RIJCOSX wB97M-V def2-TZVPD def2/J DEFGRID3
* xyz 0 1
C 1.7442 -0.2873 -0.7648
O 1.1961 -0.0925 0.5094
C -0.0881 0.3923 0.3118
C -0.9771 -0.5140 -0.9447
C -0.7753 0.4492 1.6934
H 0.8792 -0.7185 -1.3067
H 2.6323 -0.9162 -0.6729
H 1.9849 0.6699 -1.2538
H -0.0374 1.4034 -0.1282
H -1.6219 -1.1815 -0.3875
H -0.6898 -1.1727 -1.8204
H -1.5438 0.2593 -1.4644
H -1.8533 0.3785 1.5580
H -0.5845 1.3699 2.2740
H -0.4397 -0.3835 2.3250
*
```

Here are the Löwdin charges for atoms 1 to 6, given in e: -0.119 -0.170 -0.369 -0.041 -0.048 0.037

# 2
DFT (ωB97M-V/def2-TZVPD) results for a 2-piece molecular cluster, C2H9NOS overall at a distorted geometry.

SMILES = NCO.CS
Energy = -609.7299 a.u.
LUMO energy = 0.75 eV
F_max = 3.6 eV/A
Kohn-Sham gap = 9.839 eV
HOMO level = -9.087 eV
ΔE to the lowest compared entry with this formula, charge and spin = 103.41 kJ/mol

The geometry in ORCA input format:
```
! RIJCOSX wB97M-V def2-TZVPD def2/J DEFGRID3
* xyz 0 1
C 2.3753 -1.9616 -2.5683
S 2.2267 -2.5258 -0.8073
H 1.6190 -1.2457 -2.7987
H 3.4075 -1.6859 -2.8188
H 2.0628 -2.7507 -3.3427
H 0.9566 -2.8323 -0.8660
N -2.9519 2.9534 2.1705
C -2.5997 2.0120 1.2375
O -1.2499 2.0593 0.9162
H -2.4877 2.7236 3.0781
H -2.7483 3.9369 1.8803
H -2.7790 0.9845 1.5924
H -2.9856 2.1923 0.1889
H -0.6626 1.6397 1.4647
*
```

Here are the Löwdin charges for atoms 1 to 6, given in e: -0.482 0.601 0.000 0.026 0.051 -0.194

# 3
DFT (ωB97M-V/def2-TZVPD) results for an isolated molecule of C4H4Cl2S at a distorted geometry.

SMILES = Cl/C=C\S/C=C\Cl
Energy = -1473.3038 a.u.
LUMO energy = 0.81 eV
F_max = 5.8 eV/A
Kohn-Sham gap = 9.132 eV
HOMO level = -8.322 eV
ΔE to the lowest compared entry with this formula, charge and spin = 120.15 kJ/mol

The geometry in ORCA input format:
```
! RIJCOSX wB97M-V def2-TZVPD def2/J DEFGRID3
* xyz 0 1
C 2.6492 0.7967 0.2022
C 1.3560 1.1993 0.1701
C -1.2048 1.0978 -0.2511
C -2.4827 0.7783 -0.0416
H 3.6234 1.3589 0.3275
H 1.2808 2.1701 0.2538
H -1.2367 2.1374 -0.1166
H -3.1520 1.5687 0.0946
S 0.0653 0.0607 -0.1502
Cl 2.8522 -0.9872 -0.0404
Cl -3.0562 -0.8622 0.1208
*
```

Here are the Löwdin charges for atoms 1 to 6, given in e: -0.528 -0.490 -0.600 -0.630 0.089 0.016

# 4
DFT (ωB97M-V/def2-TZVPD) results for C23H22BrLuN5O3Se2 as an isolated structure at a distorted geometry.

Energy = -10001.3434 a.u.
LUMO energy = -2.84 eV
F_max = 3.8 eV/A
Kohn-Sham gap = 5.438 eV
HOMO level = -8.276 eV
ΔE to the lowest compared entry with this formula, charge and spin = 0.00 kJ/mol

The geometry in ORCA input format:
```
! RIJCOSX wB97M-V def2-TZVPD def2/J DEFGRID3
* xyz 1 1
Lu -0.0674 -0.0682 -0.0231
Se 0.8625 2.6399 2.8388
Se 1.0354 0.5393 3.8234
C 2.3606 -0.1702 2.6226
C 3.6104 -0.4007 3.1886
C 4.6271 -0.8945 2.4001
C 4.3485 -1.1357 1.0663
C 3.0849 -0.8774 0.5741
N 2.0739 -0.3945 1.3394
C -1.0094 2.4755 2.4015
C -1.8802 3.2893 3.0970
C -3.2339 3.1925 2.8046
C -3.6294 2.2902 1.8385
C -2.6959 1.4840 1.1526
N -1.3551 1.5988 1.4608
H 3.7697 -0.1868 4.2352
H 5.6086 -1.0844 2.8132
H 5.1080 -1.5267 0.4031
H 2.9005 -1.0781 -0.4587
H -1.5124 3.9755 3.8461
H -3.9479 3.8190 3.3282
H -4.6771 2.1890 1.5856
H -2.9683 0.5591 0.1560
C 3.3172 1.3810 -2.4581
C 1.9949 0.6582 -2.4494
O 1.6492 -0.0746 -1.5023
N 1.2292 0.9272 -3.4933
C -0.1602 0.5225 -3.5538
C -1.0495 1.5573 -2.9105
C -1.6747 2.4335 -3.7860
C -2.4499 3.4630 -3.2971
C -2.5387 3.5744 -1.9283
C -1.8780 2.6671 -1.1171
N -1.1301 1.6393 -1.5662
H 4.0576 0.8160 -1.8970
H 3.1890 2.3553 -1.9840
H 3.6840 1.5189 -3.4730
H 1.4981 1.7230 -4.0528
H -0.2481 -0.4404 -3.0712
H -0.4322 0.3894 -4.5979
H -1.5433 2.3058 -4.8526
H -2.9454 4.1587 -3.9605
H -3.1105 4.3657 -1.4638
H -1.9544 2.8215 -0.0687
O -2.8740 -5.3222 2.0189
C -2.2314 -4.1553 1.8621
C -1.7756 -3.3727 2.9055
C -1.1196 -2.1911 2.5949
N -0.9186 -1.7469 1.3627
C -1.3719 -2.5314 0.3653
Br -1.1552 -2.1374 -1.5738
C -2.0148 -3.7245 0.5466
H -2.9742 -5.5311 2.9552
H -1.9155 -3.6586 3.9391
H -0.7492 -1.5477 3.3806
H -2.3558 -4.3254 -0.2817
O -2.0672 -0.2262 -0.0189
*
```

Here are the Löwdin charges for atoms 1 to 6, given in e: 1.503 0.689 0.706 -0.667 -0.101 -0.036

# 5
DFT (ωB97M-V/def2-TZVPD) results for C2HFLiO2 as an isolated structure at a distorted geometry.

Energy = -334.5727 a.u.
<S²> = 0.76
LUMO energy (alpha / beta) = -1.04 / -1.03 eV
F_max = 3.3 eV/A
Kohn-Sham gap (alpha / beta) = 7.081 / 7.529 eV
HOMO level (alpha / beta) = -8.122 / -8.561 eV
ΔE to the lowest compared entry with this formula, charge and spin = 88.40 kJ/mol

The geometry in ORCA input format:
```
! RIJCOSX wB97M-V def2-TZVPD def2/J DEFGRID3
* xyz 0 2
C -0.4341 0.4109 -0.6613
C -0.0475 -0.5687 0.2131
O 0.2669 -1.7729 0.1407
O -0.1570 1.6525 -0.4222
H 0.5128 1.6164 0.6825
Li -0.9651 -1.8310 -1.3897
F 0.8239 0.4929 1.4368
*
```

Here are the Löwdin charges for atoms 1 to 6, given in e: -0.254 -0.334 -0.074 -0.086 0.233 0.798

# 6
DFT (ωB97M-V/def2-TZVPD) results for a 2-piece molecular cluster, C3H8N3 overall at a distorted geometry.

Energy = -282.9090 a.u.
LUMO energy = -4.93 eV
F_max = 11.4 eV/A
Kohn-Sham gap = 9.188 eV
HOMO level = -14.117 eV
ΔE to the lowest compared entry with this formula, charge and spin = 668.99 kJ/mol

The geometry in ORCA input format:
```
! RIJCOSX wB97M-V def2-TZVPD def2/J DEFGRID3
* xyz 1 1
C -1.4291 0.4742 -1.1467
C -0.1039 0.6942 -1.8341
C 0.8531 0.2027 1.2397
N 1.0278 -0.8922 1.8355
N 0.6515 -2.0676 2.0789
N -0.2869 1.2870 -0.4726
H -2.4376 0.9024 -1.3386
H -1.3880 -0.3809 -0.4340
H 0.4470 -0.2172 -1.9144
H 0.2064 1.5028 -2.4509
H -0.2595 2.2481 -0.6228
H 1.0160 1.2832 1.0205
H 0.2950 -2.5815 1.3161
H 1.4082 -2.4552 2.7234
*
```

Here are the Löwdin charges for atoms 1 to 6, given in e: -0.062 -0.124 0.269 -0.037 0.110 -0.097

# 7
DFT (ωB97M-V/def2-TZVPD) results for C15H8ClF6N2O6Sn as an isolated structure.

Energy = -2411.2494 a.u.
LUMO energy = 2.39 eV
F_max = 0.4 eV/A
Kohn-Sham gap = 7.456 eV
HOMO level = -5.068 eV

The geometry in ORCA input format:
```
! RIJCOSX wB97M-V def2-TZVPD def2/J DEFGRID3
* xyz -1 1
Sn -1.4413 -0.2724 -2.0441
Cl -1.2958 4.1486 3.9737
C -1.3175 2.8806 2.7648
C -1.3136 1.5386 3.1736
C -1.3306 0.5307 2.2491
C -1.3604 0.7995 0.8558
O -1.3933 -0.1969 0.0352
C -1.3544 2.1622 0.4667
C -1.2913 2.5989 -0.8949
O -1.3119 1.9196 -1.9285
C -1.3291 3.1812 1.4357
H -1.2924 1.3097 4.2317
H -1.3237 -0.5080 2.5513
H -1.2223 3.6869 -1.0314
H -1.3126 4.2147 1.1106
F 2.4087 -4.4733 -1.6289
C 2.8631 -3.4819 -0.8464
C 2.7918 -2.2078 -1.2359
N 3.2598 -1.1671 -0.4633
C 3.1420 0.2160 -0.9510
C 1.6843 0.6758 -1.1035
O 1.3586 1.7406 -0.5871
O 0.9615 -0.1168 -1.8020
C 3.8198 -1.3944 0.7756
O 4.2595 -0.5288 1.5031
N 3.8570 -2.7313 1.1435
C 3.4377 -3.8512 0.4316
O 3.5690 -4.9727 0.8751
H 2.3344 -1.9225 -2.1716
H 3.6253 0.2692 -1.9287
H 3.6623 0.8542 -0.2479
H 4.2589 -2.9093 2.0518
F -3.9923 1.2144 -0.6163
C -3.7352 0.3682 -1.6832
F -4.2695 1.0189 -2.7919
C -4.6424 -0.8422 -1.4668
F -4.2903 -1.5000 -0.3484
F -5.9558 -0.5501 -1.3578
F -4.5180 -1.7019 -2.4993
*
```

Here are the Löwdin charges for atoms 1 to 6, given in e: 1.334 0.610 -0.664 -0.094 0.011 -0.335

# 8
DFT (ωB97M-V/def2-TZVPD) results for C28H20BIn2N3O13 as an isolated structure at a distorted geometry.

Energy = -2624.8241 a.u.
LUMO energy = -11.39 eV
F_max = 5.1 eV/A
Kohn-Sham gap = 1.299 eV
HOMO level = -12.687 eV

The geometry in ORCA input format:
```
! RIJCOSX wB97M-V def2-TZVPD def2/J DEFGRID3
* xyz 2 1
In -16.5318 15.6971 25.1846
In -15.6567 23.2321 22.9622
N -12.0661 18.6987 25.3239
O -13.0447 19.4017 25.0550
O -12.3584 17.5682 25.6998
O -10.8850 19.0679 25.1097
N -13.8311 17.8568 20.1357
O -13.7681 19.0712 20.3413
O -13.3759 17.3121 19.1117
O -14.2862 17.1640 20.9912
N -17.4963 20.6839 28.2474
O -17.6573 19.4601 28.0968
O -17.1797 21.3503 27.2750
O -17.6007 21.1634 29.3382
B -18.3027 19.3327 22.9950
H -18.5756 20.1480 22.3430
H -17.2502 19.3616 23.2308
H -18.9001 19.2955 23.8927
H -18.5733 18.3812 22.5640
C -24.9597 17.3188 25.6420
C -26.3250 16.9552 25.8842
C -26.6539 15.5892 25.7479
C -25.6611 14.6259 25.4330
C -24.4103 15.0551 24.9575
C -23.9971 16.4192 25.0465
C -23.3694 14.1703 24.3610
O -22.1846 14.4617 24.1363
C -23.8351 12.7816 24.1209
C -23.0684 11.9003 23.3918
C -23.4766 10.6681 23.1021
C -24.6145 10.1420 23.6429
C -25.4029 10.9220 24.4371
C -25.0544 12.3082 24.6936
C -25.9756 13.1545 25.5240
O -26.9773 12.7343 26.0923
H -24.5741 18.2986 25.8822
H -26.8506 17.7415 26.4056
H -27.6630 15.3697 26.0639
H -22.9762 16.7382 24.8969
H -22.0518 12.1089 23.0927
H -22.8263 9.9684 22.5981
H -25.0678 9.1743 23.4865
H -26.3301 10.5290 24.8272
C -21.1707 27.7567 16.8089
C -20.6598 27.6929 18.1260
C -20.7138 26.4916 18.8587
C -21.1718 25.3774 18.1665
C -21.6477 25.4867 16.7734
C -21.5966 26.6638 16.0867
C -22.1370 24.1966 16.0604
O -22.3140 24.0914 14.8307
C -22.4513 23.0018 16.9272
C -23.4882 22.2167 16.4311
C -23.9990 21.2076 17.2415
C -23.3021 20.8624 18.3891
C -22.3591 21.6873 18.9353
C -22.0602 22.8814 18.2727
C -21.2332 24.0648 18.8744
O -20.6061 23.9080 19.9208
H -21.2878 28.7166 16.3280
H -20.2358 28.5339 18.6546
H -20.4662 26.3967 19.9056
H -22.0445 26.8658 15.1249
H -24.0715 22.5989 15.6065
H -24.9342 20.7013 17.0533
H -23.5073 20.0305 19.0465
H -21.7566 21.4997 19.8117
*
```

Here are the Löwdin charges for atoms 1 to 6, given in e: 0.966 0.967 -0.567 0.145 0.158 0.179

# 9
DFT (ωB97M-V/def2-TZVPD) results for an isolated molecule of C3H5N3S2 at a distorted geometry.

SMILES = Nn1[nH]c(S)cc1=S
Energy = -1077.8111 a.u.
LUMO energy = -0.04 eV
F_max = 4.7 eV/A
Kohn-Sham gap = 8.113 eV
HOMO level = -8.153 eV
ΔE to the lowest compared entry with this formula, charge and spin = 383.12 kJ/mol

The geometry in ORCA input format:
```
! RIJCOSX wB97M-V def2-TZVPD def2/J DEFGRID3
* xyz 0 1
C -1.1021 0.5519 0.0003
C 0.0185 0.9322 0.6723
C 0.9192 -0.0865 0.1323
H 1.7209 -0.7776 -2.1648
H 1.9038 -1.9460 -0.9001
H -1.7366 -1.1909 -1.1692
H -2.3466 0.8151 1.8903
H 0.2933 1.3173 1.7734
N 1.1405 -1.5740 -1.7810
N 0.3077 -0.7931 -0.8187
N -1.0189 -0.3414 -1.0044
S -2.6970 1.1492 0.5783
S 2.5812 -0.3770 0.7323
*
```

Here are the Löwdin charges for atoms 1 to 6, given in e: -0.720 -0.108 -0.755 0.078 0.102 0.231

Question: Which value of F_max does entry 9 give?
Answer: 4.7 eV/A